Below is C22H20BBr3F9INOPS as an isolated structure in a non-equilibrium geometry, with properties calculated with the ωB97M-V functional and the def2-TZVPD basis.

The geometry in XYZ format:
```
60
Properties=species:S:1:pos:R:3
I 1.434 2.420 -5.701
Br 3.195 -1.235 9.369
Br 4.840 0.256 7.075
Br 1.657 0.439 7.132
S 1.171 0.353 -3.109
P -1.595 -0.196 2.628
F 0.620 -2.532 2.209
F 1.721 -4.257 2.857
F 4.040 -2.738 3.170
F 3.576 -3.103 0.501
F 2.323 -2.177 4.340
F 3.162 -0.529 1.324
F 2.073 -4.646 0.491
F 1.521 -2.673 -0.130
F 3.996 -0.195 3.310
O -0.740 3.150 -7.865
N -1.445 -0.971 -2.511
C 1.079 0.741 -0.350
C 2.897 -0.688 2.640
C -0.763 -0.413 -1.378
C 2.823 -2.185 3.064
C -0.320 0.605 -4.071
C -3.208 -1.068 2.420
C -2.618 0.119 -4.337
C -1.449 -0.084 -3.639
C 0.464 0.224 -1.469
C 3.201 -0.644 7.536
C -1.343 -0.496 -0.138
C -2.669 0.960 -5.422
C 1.706 0.175 3.123
C -1.802 1.411 3.525
C -0.366 1.440 -5.168
C -3.258 2.920 -7.620
C 0.483 0.642 0.892
C -0.757 0.010 1.019
C 2.284 -3.332 0.739
C 1.251 1.219 2.074
C 1.857 -3.069 2.235
C -1.553 1.648 -5.886
B -1.759 2.599 -7.132
H 3.138 -1.528 6.915
H -1.107 3.904 -8.344
H -3.251 3.898 -8.123
H -1.050 1.494 4.316
H 0.592 1.919 2.607
H -1.848 2.301 2.886
H -3.514 2.170 -8.384
H -2.315 -0.980 -0.065
H 0.861 -0.427 3.470
H -3.803 -0.881 3.320
H 2.105 1.819 1.741
H -2.776 1.357 4.036
H 2.048 1.220 -0.480
H -3.761 -0.726 1.532
H 2.055 0.746 4.000
H -3.505 -0.416 -4.002
H -3.975 2.920 -6.796
H -3.060 -2.146 2.314
H -3.645 1.057 -5.891
H -0.921 -1.800 -2.801
```

## Properties
* LUMO energy: 0.0 eV


Below is a single C22H20Br2N4O2 molecule in a non-equilibrium geometry, with properties calculated with the ωB97M-V functional and the def2-TZVPD basis.

The geometry in XYZ format:
```
50
Properties=species:S:1:pos:R:3
Br -3.938 -1.614 -0.704
Br 4.985 -2.493 -0.143
O 3.107 3.534 0.826
O -1.741 -2.379 1.487
N -0.525 -0.341 1.079
N 0.664 2.044 0.666
N 3.538 6.031 -0.221
N 2.455 5.263 -0.411
C -2.210 1.272 -2.122
C 2.302 4.199 0.227
C 1.140 1.241 -0.571
C 2.292 -2.501 1.006
C -4.102 1.936 2.428
C 0.755 3.347 0.052
C -1.751 -1.047 1.471
C 1.567 -0.069 0.053
C 0.295 0.159 -2.509
C -0.686 -0.207 -3.152
C 0.762 -0.774 0.963
C 2.927 -0.625 -0.126
C -5.098 0.562 0.710
C -1.287 1.339 -1.256
C -1.946 0.254 -3.408
C -3.863 -0.221 0.494
C -5.122 1.592 1.363
C 1.156 -2.294 1.279
C 0.017 0.801 -1.455
C 3.208 -1.621 0.385
C -2.891 1.117 2.282
C -2.901 -0.148 1.452
H 3.851 5.764 0.573
H -5.900 0.133 -0.055
H 0.475 -2.745 2.035
H 3.612 0.046 -0.683
H -2.101 1.234 3.045
H 1.200 -0.135 -2.571
H 4.114 5.929 -1.213
H 1.287 1.921 1.556
H 1.650 5.628 -0.760
H 1.904 1.713 -1.079
H -1.544 1.900 -0.393
H 0.396 3.512 -0.758
H -3.993 2.854 2.705
H -2.895 0.045 -3.686
H 2.712 -3.458 1.416
H -0.378 -0.948 -4.094
H 0.260 4.030 0.889
H -5.852 2.271 1.475
H -3.350 1.405 -1.979
H -0.638 0.645 1.177
```

## Properties
* SMILES string: NNC(=O)CN[C@H](c1ccccc1)c1cc(Br)ccc1NC(=O)c1ccccc1Br
* energy above the lowest of the compared OMol25 structures with the same formula, charge and spin: 17.456 eV
* LUMO energy: -0.1 eV


Below is C22H20Cl5IrN4O6 as an isolated structure in a non-equilibrium geometry, with properties calculated with the ωB97M-V functional and the def2-TZVPD basis.

The geometry in XYZ format:
```
58
Properties=species:S:1:pos:R:3
Ir -0.853 0.869 1.193
Cl -2.933 -4.436 0.259
Cl -5.345 -4.014 2.183
Cl -3.397 0.816 3.512
Cl -0.711 -2.233 0.102
Cl -5.555 -1.399 3.867
O -1.760 2.858 0.962
O -0.269 1.662 -7.706
O -2.293 0.932 -7.743
O -2.208 5.044 0.940
O -0.032 0.999 -0.950
O -2.122 0.426 -0.837
N -0.299 1.935 3.338
N 1.212 0.191 1.443
N -1.282 1.270 -7.176
N 3.148 -0.897 0.418
C -1.277 1.180 -5.724
C -2.143 -0.826 1.834
C 4.780 -2.083 1.794
C 3.216 -3.322 0.282
C -3.250 -0.655 2.658
C 2.129 -0.319 0.937
C -4.140 -2.814 2.051
C -4.238 -1.633 2.800
C -0.044 3.372 3.245
C -1.218 0.927 -2.993
C -3.050 -3.007 1.191
C 2.956 -2.025 -0.485
C -2.370 0.619 -5.071
C -1.293 4.168 2.932
C 4.473 -0.802 1.014
C -0.140 1.509 -3.655
C -2.338 0.489 -3.696
C -0.166 1.641 -5.028
C -1.140 0.782 -1.521
C -2.068 -2.018 1.117
C 4.622 -3.298 0.881
C -1.811 4.012 1.416
H 5.363 -3.257 0.079
H -1.114 5.234 3.073
H 0.659 2.088 -5.562
H 0.348 3.755 4.200
H -3.159 0.052 -3.148
H -3.218 0.288 -5.653
H 3.098 -4.170 -0.391
H 3.674 -1.923 -1.306
H 0.724 3.548 2.483
H 4.801 -4.213 1.448
H 1.942 -1.996 -0.888
H 0.521 1.445 3.683
H 4.097 -2.170 2.641
H 4.519 0.076 1.660
H 5.797 -2.027 2.180
H -2.140 3.849 3.542
H 5.199 -0.687 0.203
H 2.476 -3.416 1.080
H 0.703 1.851 -3.074
H -1.081 1.755 3.968
```

## Properties
* energy above the lowest of the compared OMol25 structures with the same formula, charge and spin: 4.092 eV
* spin multiplicity: 2
* LUMO energy (spin up / spin down): -6.0 / -6.4 eV
* net charge: +1


Below is a 3-piece molecular cluster, C22H20ClF2N2O3 overall in a non-equilibrium geometry, with properties calculated with the ωB97M-V functional and the def2-TZVPD basis.

The geometry in XYZ format:
```
50
Properties=species:S:1:pos:R:3
Cl 4.725 2.298 -0.610
F 1.768 -3.126 -1.526
F -6.231 4.374 -2.924
O -1.611 -1.883 3.771
O -2.172 1.399 2.091
O -0.896 2.672 3.615
N 2.762 -0.345 0.691
N -1.034 -1.327 1.354
C 0.219 -3.173 -3.309
C -1.399 -4.957 -3.413
C -3.439 2.800 -1.240
C -0.880 -5.501 -2.241
C 0.730 -3.726 -2.145
C -4.047 2.421 -0.045
C -5.519 3.737 -1.984
C -1.396 -1.613 2.580
C -6.132 3.370 -0.796
C 5.529 1.254 1.968
C 1.532 -1.121 0.729
C 0.195 -4.886 -1.606
C -5.393 2.703 0.177
C 0.264 0.934 1.931
C -1.024 1.687 2.558
C -4.181 3.457 -2.218
C 1.653 1.684 1.857
C 4.283 1.869 1.153
C 0.221 -0.533 1.348
C -0.849 -3.794 -3.949
C 2.938 0.999 1.207
C 5.727 -0.340 1.814
H 1.473 -2.207 0.294
H -3.468 1.904 0.716
H 1.776 2.772 2.241
H -7.178 3.605 -0.637
H -2.234 -5.439 -3.911
H -0.542 3.482 3.154
H 4.043 2.895 1.645
H 5.636 -0.685 0.717
H 6.485 1.742 1.516
H 0.617 -5.301 -0.698
H -1.252 -3.374 -4.865
H -2.389 2.583 -1.410
H 0.654 -2.263 -3.706
H -5.866 2.403 1.106
H 5.014 -0.941 2.511
H 3.577 -0.811 0.230
H 6.800 -0.579 2.149
H 5.551 1.533 3.089
H -1.312 -6.404 -1.823
H -3.727 3.752 -3.157
```

## Properties
* LUMO energy: -5.6 eV
* net charge: +1


Below is C22H20ClN4O6S2Ti as an isolated structure in a non-equilibrium geometry, with properties calculated with the ωB97M-V functional and the def2-TZVPD basis.

The geometry in XYZ format:
```
56
Properties=species:S:1:pos:R:3
Ti -0.303 -0.368 1.849
Cl -1.928 -1.658 3.521
S -0.676 -2.947 -1.445
S -3.162 -1.167 -0.293
O -4.056 -0.439 0.556
O -1.280 -1.656 4.798
O -1.029 -2.280 2.513
O -2.159 -0.288 3.049
O -3.163 -2.380 3.574
O -3.381 -2.572 -0.526
N 0.573 -1.395 0.187
N -0.095 1.471 0.845
N -3.349 1.476 -5.641
N -1.662 -0.815 0.122
C 0.587 0.713 3.397
C 1.178 1.824 0.207
C 4.343 -0.974 2.895
C 3.276 -1.802 3.444
C 1.999 -1.369 3.375
C -3.304 0.840 -4.386
C -0.623 -1.613 -0.298
C 2.461 1.390 0.753
C -3.216 0.980 -1.982
C 1.077 2.597 -0.934
C 2.688 0.514 1.824
C 1.038 -3.130 -1.253
C -3.375 -0.537 -4.292
C 1.507 -2.243 -0.354
C 3.432 2.722 -1.145
C -3.232 1.600 -3.218
C -3.354 -1.158 -3.047
C 1.619 -0.118 2.713
C -3.272 -0.398 -1.895
C 3.569 1.950 -0.021
C 4.041 0.118 2.150
C 2.169 3.064 -1.664
H -2.951 0.908 -6.375
H -0.807 1.449 0.122
H 1.578 -3.899 -1.781
H -3.175 2.681 -3.286
H -3.389 -2.236 -2.957
H 0.312 0.396 4.405
H -3.436 -1.130 -5.199
H -3.156 1.563 -1.071
H 2.045 3.656 -2.562
H 4.577 1.723 0.291
H -0.359 2.175 1.531
H 3.514 -2.741 3.939
H 1.219 -1.924 3.886
H 0.793 1.787 3.358
H 4.332 3.066 -1.649
H -2.902 2.381 -5.633
H 4.882 0.703 1.791
H 2.531 -2.144 -0.021
H 5.381 -1.217 3.102
H 0.072 2.849 -1.272
```

## Properties
* energy above the lowest of the compared OMol25 structures with the same formula, charge and spin: 3.248 eV
* spin multiplicity: 2
* LUMO energy (spin up / spin down): 4.2 / 4.2 eV
* net charge: -2


Below is C22H20CsN9OS as an isolated structure, with properties calculated with the ωB97M-V functional and the def2-TZVPD basis.

The geometry in XYZ format:
```
54
Properties=species:S:1:pos:R:3
Cs -0.410 -0.359 -1.674
S -0.032 -4.599 -0.820
O -2.027 -2.380 -0.710
N -1.369 2.076 -3.291
N -1.727 -2.900 0.444
N 1.559 1.950 -2.300
N 1.218 -1.200 1.177
N 1.899 3.880 -3.451
N -0.733 3.895 -4.519
N 0.258 -0.167 3.074
N 0.562 -3.096 -3.554
N -0.460 1.131 1.244
C 3.057 3.603 -2.699
C -1.623 2.948 2.991
C -1.068 2.237 0.798
C 1.017 -2.758 -4.569
C -2.072 3.578 -4.838
C -2.323 -2.372 1.546
C -0.977 1.831 3.469
C 2.024 -2.143 0.681
C -2.083 -2.837 2.808
C 1.090 -1.129 2.492
C 2.565 -2.975 2.835
C -0.579 -4.417 1.850
C -0.822 -3.934 0.544
C -0.326 2.891 -3.610
C -1.668 3.171 1.620
C 2.814 2.432 -2.056
C -1.186 -3.895 2.961
C -0.394 0.943 2.550
C 2.703 -3.061 1.459
C 1.756 -1.994 3.367
C -2.411 2.523 -4.056
C 0.979 2.870 -3.112
H 2.105 -2.178 -0.399
H -1.075 2.366 -0.281
H -3.385 2.059 -3.997
H 3.946 4.205 -2.769
H -0.962 -4.295 3.942
H -2.151 4.039 1.195
H 0.202 -3.473 -2.655
H -2.991 -1.560 1.301
H 0.130 -5.228 1.934
H -2.656 4.173 -5.519
H -2.587 -2.375 3.646
H 1.565 4.826 -3.566
H -2.080 3.645 3.683
H 3.305 -3.824 0.986
H 3.511 1.891 -1.433
H 0.219 -0.223 4.076
H 1.621 -1.898 4.438
H -0.091 4.143 -5.259
H -0.912 1.640 4.534
H 3.077 -3.671 3.488
```

## Properties
* energy above the lowest of the compared OMol25 structures with the same formula, charge and spin: 0.000 eV
* spin multiplicity: 2
* LUMO energy (spin up / spin down): 2.0 / 2.0 eV
* net charge: -1


Below is C22H20F10N3RhSi as an isolated structure in a non-equilibrium geometry, with properties calculated with the ωB97M-V functional and the def2-TZVPD basis.

The geometry in XYZ format:
```
57
Properties=species:S:1:pos:R:3
Rh -0.856 0.803 -0.088
Si 2.671 -2.344 -0.533
F -4.733 -4.224 2.068
F 4.786 3.711 -0.131
F -4.807 -2.281 0.295
F -0.521 -2.806 3.576
F -2.617 -4.561 3.748
F 0.256 2.064 2.275
F 2.555 1.958 3.592
F 4.881 2.760 2.411
F 2.543 3.775 -1.501
F -0.576 -0.807 1.792
N -2.170 1.805 -1.427
N 0.033 2.685 -0.378
N -2.561 -0.386 0.077
C 1.382 2.378 1.606
C 2.488 3.251 -0.262
C -2.656 -1.450 0.936
C -3.691 -3.396 1.999
C -0.193 3.241 -1.705
C -3.004 2.820 -0.768
C 2.226 -3.405 0.935
C -1.245 2.404 -2.403
C 3.678 3.243 0.446
C 1.276 2.769 0.259
C -1.612 -1.673 1.837
C -3.706 -2.370 1.071
C 3.733 2.769 1.731
C -1.570 -2.687 2.764
C -3.583 -0.132 -0.920
C 4.170 -1.312 -0.122
C -2.625 -3.570 2.856
C 2.556 2.356 2.321
C 2.838 -3.397 -2.061
C 1.291 -1.162 -0.843
C 0.393 -0.370 -1.066
C -2.970 0.711 -2.003
H -2.370 3.551 -0.275
H 1.894 -3.917 -2.244
H 2.989 -4.170 1.107
H 4.382 -0.574 -0.900
H 3.624 -4.150 -1.949
H 3.990 -0.774 0.814
H -0.530 4.279 -1.600
H -3.756 1.096 -2.661
H -4.446 0.367 -0.465
H -1.792 3.011 -3.131
H -3.638 2.354 -0.016
H 3.064 -2.792 -2.943
H 1.269 -3.913 0.778
H -3.950 -1.042 -1.394
H 5.060 -1.935 0.014
H -3.632 3.315 -1.513
H -2.290 0.092 -2.586
H 2.141 -2.800 1.843
H 0.681 3.249 -2.342
H -0.753 1.584 -2.921
```

## Properties
* LUMO energy (spin up / spin down): -1.4 / -1.4 eV


Below is C22H20F10N4O4V as an isolated structure in a non-equilibrium geometry, with properties calculated with the ωB97M-V functional and the def2-TZVPD basis.

The geometry in XYZ format:
```
61
Properties=species:S:1:pos:R:3
V 0.157 -0.621 0.529
F -3.973 1.516 -0.319
F 3.573 4.754 -1.525
F 4.368 2.153 -1.440
F -0.084 3.745 1.180
F 1.053 0.513 -2.951
F 1.338 5.504 -0.171
F -4.786 2.268 -2.666
F -3.454 1.779 -4.892
F 3.002 0.365 -0.076
F -1.192 1.107 -5.818
O 1.495 -1.629 1.245
O 0.568 -0.316 -0.992
O 2.426 -0.376 2.872
O -0.868 0.372 -4.663
N -0.862 -1.099 2.365
N 0.593 0.973 1.254
N -0.089 -2.807 -0.633
N -1.641 -0.102 0.050
C -0.598 0.110 3.220
C -3.638 1.614 -2.590
C 1.381 1.957 0.623
C 3.725 -2.143 1.946
C -2.301 -1.277 2.046
C -1.231 0.328 -2.373
C -3.198 1.175 -1.361
C 2.543 1.625 -0.077
C 0.793 -2.719 -1.831
C 1.749 4.243 -0.140
C 0.152 -0.294 -2.324
C -0.447 -2.315 3.114
C -2.925 1.375 -3.746
C 1.026 3.308 0.572
C -1.701 0.734 -3.624
C 3.276 2.544 -0.796
C 0.243 -1.736 -2.864
C -0.249 1.348 2.400
C -2.010 0.458 -1.201
C 2.882 3.866 -0.834
C 2.510 -1.279 2.085
C -2.736 -0.266 1.023
H 0.285 2.043 3.045
H -3.640 -0.632 0.538
H -1.463 0.313 3.853
H 0.253 -0.115 3.852
H 0.909 -3.690 -2.310
H -1.144 1.847 2.031
H -0.998 -3.160 -0.916
H 4.200 -1.926 0.987
H -1.127 -2.470 3.954
H -2.901 -1.202 2.954
H 3.449 -3.197 1.951
H 0.893 -1.716 -3.738
H 1.776 -2.401 -1.488
H 0.309 -3.485 0.007
H -2.994 0.678 1.500
H -2.418 -2.283 1.644
H 0.560 -2.202 3.495
H 4.419 -1.925 2.751
H -0.748 -2.054 -3.189
H -0.491 -3.180 2.459
```

## Properties
* energy above the lowest of the compared OMol25 structures with the same formula, charge and spin: 0.000 eV
* LUMO energy: -4.9 eV
* net charge: +1


Below is C22H20N4O3 as an isolated structure in a non-equilibrium geometry, with properties calculated with the ωB97M-V functional and the def2-TZVPD basis.

The geometry in XYZ format:
```
49
Properties=species:S:1:pos:R:3
O 0.684 -2.931 -1.430
O -1.969 -3.078 -1.277
O -3.807 -1.080 0.080
N 1.866 0.544 3.000
N -1.994 0.067 0.365
N -2.314 1.754 -1.739
N -1.233 0.241 -3.274
C -2.281 0.576 -2.756
C -1.021 2.347 -2.381
C 0.867 -1.333 3.670
C 3.749 0.515 -0.816
C 4.421 -1.701 0.026
C 0.290 -0.192 1.518
C -3.257 2.283 -1.013
C 4.562 -0.312 -0.128
C 1.867 -0.601 3.782
C -0.488 -1.266 -0.691
C -2.663 -1.159 -0.050
C 1.384 0.607 1.788
C 2.092 -1.545 -0.566
C 0.709 -1.891 -0.964
C 3.218 -2.111 -0.155
C -2.484 0.881 1.180
C -0.535 1.399 -3.127
C 2.474 0.037 -1.101
C -2.566 2.324 0.342
C -1.809 -1.897 -0.753
C -0.532 -0.146 0.334
C 0.018 -1.221 2.601
H -0.614 -1.892 2.229
H -0.164 0.922 -0.380
H 1.582 0.501 -1.474
H -0.223 -3.440 -1.574
H -1.556 2.604 0.351
H 5.623 0.194 0.084
H -0.703 3.384 -1.868
H -3.672 0.491 1.406
H -3.505 3.188 -1.514
H 2.773 -3.049 0.325
H -4.048 1.581 -0.860
H -3.157 -0.084 -2.392
H -2.033 1.389 2.158
H -3.061 3.316 0.849
H 2.302 -0.356 4.741
H 0.488 -2.012 4.319
H 5.045 -2.296 0.599
H 3.925 1.318 -1.041
H 1.308 1.592 1.299
H 0.441 1.537 -3.721
```

## Properties
* energy above the lowest of the compared OMol25 structures with the same formula, charge and spin: 18.562 eV
* LUMO energy: -1.1 eV